a.
Formula: C3H10N3S
Source: the OMol25 dataset
Level of theory: ωB97M-V with the def2-TZVPD basis set

```
17
Properties=species:S:1:pos:R:3
C 2.310 -0.732 -0.382
C 0.099 -1.211 -0.068
C -2.721 1.925 -0.287
N 1.111 -1.296 -0.984
N 1.875 -0.030 0.845
N 0.445 0.100 0.731
S -0.027 1.688 -0.256
H 2.943 -1.615 -0.138
H 2.941 0.021 -1.070
H -0.817 -1.026 -0.458
H 0.182 -1.922 0.792
H -2.738 1.686 0.863
H -2.813 1.212 -1.091
H -2.797 2.967 -0.267
H 0.843 -1.003 -1.897
H 2.302 0.745 1.381
H 0.082 0.044 1.699
```

Computed properties:
- Net charge: +1
- HOMO-LUMO gap: 7.77 eV

=====

b.
Formula: C3H10N3S
Source: the OMol25 dataset
Level of theory: ωB97M-V with the def2-TZVPD basis set

```
17
Properties=species:S:1:pos:R:3
C 0.661 -1.629 0.019
C 1.429 -0.718 0.914
C -0.558 1.725 -0.563
N -1.306 0.797 -0.347
N -0.289 2.940 -1.095
N -0.777 -1.605 0.456
S 1.820 0.717 -0.057
H 0.786 -1.274 -0.988
H 1.137 -2.540 0.174
H 0.775 -0.352 1.675
H 2.282 -1.163 1.393
H -2.316 0.936 -0.226
H -1.028 -0.593 0.135
H 0.667 3.448 -0.912
H -0.942 3.280 -1.803
H -1.340 -2.202 -0.228
H -1.001 -1.765 1.453
```

Computed properties:
- Net charge: +1
- HOMO-LUMO gap (spin up / spin down): 7.54 / 7.54 eV

=====

Of them, b has the highest stability.

=====

a.
Formula: C4H8ClNOS
Source: the OMol25 dataset
Level of theory: ωB97M-V with the def2-TZVPD basis set

```
16
Properties=species:S:1:pos:R:3
C -0.973 0.398 0.783
C -0.290 1.028 -0.454
N 1.088 0.174 -0.822
C 1.759 -1.065 -0.619
O 1.920 -1.884 -1.482
C 0.062 2.447 -0.497
S -0.956 1.784 -2.042
H -1.178 1.241 1.428
H -0.238 -0.299 1.096
H -1.906 -0.144 0.691
H 1.198 0.465 -1.785
H 2.086 -1.051 0.480
H 1.051 2.942 -0.643
H -0.675 3.088 -0.021
Cl -1.978 -4.280 1.737
H -0.970 -4.844 2.149
```

Computed properties:
- Net charge: 0
- HOMO-LUMO gap: 9.66 eV

=====

b.
Formula: C4H8ClNOS
Source: the OMol25 dataset
Level of theory: ωB97M-V with the def2-TZVPD basis set

```
16
Properties=species:S:1:pos:R:3
C -1.948 0.659 -1.347
C -0.603 -0.391 1.411
C 0.693 -1.054 -0.681
C 0.146 0.080 0.168
N 0.426 1.273 -0.224
O -2.999 0.854 -0.821
S 2.224 -1.743 0.112
Cl 2.421 1.822 -0.141
H -1.590 1.031 -2.374
H -1.302 -1.110 1.136
H -1.065 0.459 1.855
H 0.217 -0.758 2.069
H 1.112 -0.643 -1.584
H 0.003 -1.878 -0.696
H -0.014 1.980 0.323
H 2.276 -0.581 0.793
```

Computed properties:
- Net charge: 0
- HOMO-LUMO gap (spin up / spin down): 7.29 / 8.11 eV

=====

Of them, a has the highest stability.

=====

a.
Formula: C30H24BaF3N6O2S2
Source: the OMol25 dataset
Level of theory: ωB97M-V with the def2-TZVPD basis set

```
68
Properties=species:S:1:pos:R:3
Ba 0.708 0.853 -0.825
N -0.592 0.980 4.097
C -0.353 0.460 2.856
S -1.499 0.790 1.625
N 0.763 -0.262 2.812
N 1.038 -0.788 1.596
C 2.048 -1.574 1.561
C 2.524 -2.169 0.305
C 3.724 -2.882 0.299
C 4.202 -3.399 -0.889
C 3.473 -3.197 -2.052
C 2.294 -2.480 -1.957
N 1.819 -1.979 -0.819
H -1.266 1.722 4.151
H 0.174 0.959 4.750
H 2.613 -1.783 2.470
H 4.276 -3.001 1.223
H 5.145 -3.931 -0.918
H 3.824 -3.559 -3.008
H 1.703 -2.276 -2.845
C -1.625 -1.677 -1.453
C -2.063 -0.768 -2.570
C -2.942 -1.234 -3.572
C -3.332 -0.377 -4.555
C -2.893 0.964 -4.552
C -3.301 1.880 -5.547
C -2.862 3.172 -5.470
C -2.034 3.589 -4.419
C -1.599 2.743 -3.409
S -0.613 3.383 -2.123
C -2.029 1.367 -3.500
N -1.615 0.467 -2.558
H -2.037 -2.678 -1.571
H -1.948 -1.270 -0.491
H -0.537 -1.763 -1.408
H -3.292 -2.258 -3.560
H -3.995 -0.714 -5.345
H -3.953 1.551 -6.347
H -3.166 3.886 -6.227
H -1.712 4.621 -4.363
F 0.658 5.835 4.997
C 1.838 5.543 4.419
F 2.636 5.043 5.378
F 2.378 6.718 4.037
C 1.674 4.607 3.255
C 2.529 3.535 3.074
C 2.341 2.734 1.957
N 1.380 2.958 1.063
C 0.556 3.987 1.252
C 0.667 4.845 2.333
H 3.316 3.316 3.781
H 2.979 1.879 1.763
H -0.228 4.119 0.513
H -0.020 5.670 2.459
O 3.529 0.815 -0.511
C 3.635 0.509 -1.726
O 2.732 0.646 -2.593
C 4.931 -0.144 -2.166
C 5.928 -0.411 -1.237
C 7.080 -1.084 -1.618
C 7.243 -1.493 -2.935
C 6.253 -1.216 -3.871
C 5.102 -0.543 -3.487
H 5.769 -0.096 -0.214
H 7.851 -1.294 -0.885
H 8.140 -2.021 -3.234
H 6.379 -1.527 -4.901
H 4.311 -0.326 -4.192
```

Computed properties:
- Net charge: -1
- HOMO-LUMO gap: 6.50 eV

=====

b.
Formula: C30H24BaF3N6O2S2
Source: the OMol25 dataset
Level of theory: ωB97M-V with the def2-TZVPD basis set

```
68
Properties=species:S:1:pos:R:3
Ba 0.204 0.189 0.911
N -3.067 0.444 4.562
C -2.203 0.954 3.629
S -0.526 0.858 3.990
N -2.821 1.515 2.599
N -1.979 1.971 1.644
C -2.490 2.738 0.759
C -1.682 3.205 -0.370
C -2.261 4.001 -1.357
C -1.491 4.413 -2.430
C -0.160 4.030 -2.489
C 0.335 3.235 -1.464
N -0.397 2.824 -0.436
H -2.662 -0.219 5.200
H -4.002 0.263 4.233
H -3.539 3.031 0.815
H -3.304 4.279 -1.280
H -1.925 5.025 -3.211
H 0.482 4.328 -3.306
H 1.366 2.902 -1.469
C 2.928 -0.373 2.992
C 2.306 -1.721 3.238
C 2.856 -2.576 4.222
C 2.260 -3.774 4.455
C 1.107 -4.148 3.729
C 0.465 -5.384 3.961
C -0.655 -5.690 3.242
C -1.163 -4.792 2.291
C -0.579 -3.564 2.016
S -1.301 -2.522 0.822
C 0.610 -3.234 2.763
N 1.242 -2.043 2.541
H 3.876 -0.278 3.521
H 2.266 0.415 3.367
H 3.107 -0.192 1.930
H 3.734 -2.261 4.771
H 2.650 -4.460 5.200
H 0.871 -6.059 4.706
H -1.169 -6.632 3.400
H -2.056 -5.056 1.739
F -6.126 1.385 -3.298
C -5.138 0.651 -3.846
F -4.764 1.277 -4.976
F -5.690 -0.522 -4.214
C -3.995 0.454 -2.891
C -2.685 0.593 -3.309
C -1.678 0.401 -2.372
N -1.927 0.093 -1.103
C -3.193 -0.063 -0.715
C -4.264 0.109 -1.576
H -2.441 0.859 -4.328
H -0.629 0.505 -2.631
H -3.345 -0.323 0.327
H -5.278 -0.011 -1.219
O 1.379 0.142 -1.655
C 2.488 0.562 -1.248
O 2.713 0.970 -0.076
C 3.634 0.605 -2.240
C 3.443 0.175 -3.548
C 4.486 0.225 -4.461
C 5.729 0.705 -4.069
C 5.925 1.134 -2.763
C 4.880 1.084 -1.852
H 2.467 -0.201 -3.825
H 4.332 -0.113 -5.478
H 6.545 0.743 -4.781
H 6.895 1.506 -2.455
H 5.005 1.414 -0.829
```

Computed properties:
- Net charge: -1
- HOMO-LUMO gap: 6.37 eV

=====

Of them, b has the highest stability.

=====

a.
Formula: C5H22N2O5
Source: the OMol25 dataset
Level of theory: ωB97M-V with the def2-TZVPD basis set

```
34
Properties=species:S:1:pos:R:3
N 2.804 -1.084 -0.732
C 1.446 -1.480 -0.985
N 0.595 -0.830 0.009
C -0.814 -1.039 -0.224
C -1.514 -0.804 1.192
C -2.133 0.557 1.395
C -1.558 1.773 0.780
O -2.188 2.128 -0.539
H 2.787 -0.363 -0.042
H 3.463 -1.793 -0.466
H 1.274 -2.593 -0.924
H 1.157 -1.257 -2.043
H 0.796 0.141 0.273
H -1.032 -2.031 -0.655
H -1.257 -0.342 -0.922
H -2.129 -1.672 1.382
H -0.880 -1.170 2.021
H -2.093 0.774 2.523
H -3.210 0.469 1.230
H -1.887 2.725 1.296
H -0.504 1.842 0.548
H -2.438 1.327 -1.028
O 2.865 -1.859 2.159
H 2.026 -1.945 1.683
H 3.010 -0.885 2.172
O 3.194 0.736 2.041
H 3.863 1.251 1.586
H 2.932 1.062 2.905
O -0.279 1.856 -2.522
H 0.253 1.195 -2.076
H -1.029 2.194 -2.002
O -2.457 0.484 -2.939
H -1.933 0.703 -3.736
H -3.130 -0.071 -3.359
```

Computed properties:
- Net charge: 0
- HOMO-LUMO gap: 8.82 eV

=====

b.
Formula: C5H22N2O5
Source: the OMol25 dataset
Level of theory: ωB97M-V with the def2-TZVPD basis set

```
34
Properties=species:S:1:pos:R:3
C -1.504 2.611 0.866
N -1.087 1.895 -0.294
C -1.740 0.551 -0.531
C -0.603 -0.412 -1.225
N -1.129 -1.741 -1.299
C -0.603 -2.528 -0.134
C -1.290 -2.354 1.229
O -2.643 -1.934 1.184
H -2.506 2.155 1.137
H -0.754 2.407 1.692
H -1.441 3.718 0.818
H -1.296 2.441 -1.249
H -2.578 0.689 -1.210
H -2.049 0.008 0.350
H 0.289 -0.250 -0.741
H -0.433 -0.011 -2.187
H -0.749 -2.272 -2.126
H 0.469 -2.266 -0.084
H -0.448 -3.725 -0.250
H -1.258 -3.295 1.873
H -0.696 -1.612 1.901
H -3.010 -2.218 0.249
O 1.721 1.803 0.264
H 1.866 2.616 0.525
H 0.852 1.818 -0.064
O 2.259 0.357 3.029
H 1.772 -0.408 3.332
H 1.506 0.756 2.709
O 3.495 -1.417 -0.943
H 3.548 -0.677 -1.614
H 2.928 -2.069 -1.402
O 2.303 2.167 -2.132
H 1.890 1.276 -2.286
H 2.920 1.920 -1.385
```

Computed properties:
- Net charge: 0
- HOMO-LUMO gap: 9.50 eV

=====

Of them, a has the highest stability.